# 1
C20H29N2O5P2PtS4 as an isolated structure. Source: the OMol25 dataset; level of theory: ωB97M-V/def2-TZVPD.

XYZ file:
```
63
Properties=species:S:1:pos:R:3:forces:R:3:lowdin_charge:R:1
Pt -0.620588 -0.383000 0.124018 0.4 -0.3 0.1 0.34
C -3.005846 -1.725791 2.196198 0.0 0.0 0.1 -0.27
P -1.941409 -0.262240 1.932102 0.0 0.1 0.2 0.67
C -3.100787 1.091048 2.264828 0.0 -0.1 -0.2 -0.23
C -0.910981 -0.229329 3.441630 0.0 0.1 0.0 -0.35
C -1.446372 -0.237698 4.727105 0.0 0.0 0.0 -0.08
C -0.623577 -0.065771 5.827829 0.0 0.0 0.0 -0.08
C 0.741006 0.130965 5.651309 0.0 0.0 0.0 -0.08
C 1.281174 0.119538 4.376365 0.0 0.0 0.0 -0.08
C 0.458241 -0.075795 3.271428 0.0 0.0 0.0 -0.35
P 1.104040 -0.276891 1.578958 -0.1 -0.1 -0.1 0.68
C 2.428973 0.935465 1.387783 -0.1 0.0 0.0 -0.26
C 2.033947 -1.832292 1.768572 0.0 0.0 0.0 -0.26
H -3.659689 -1.577080 3.058057 0.0 0.0 0.0 0.04
H -2.379399 -2.602891 2.356019 0.0 0.0 0.0 0.05
H -3.621005 -1.890260 1.312049 0.0 0.0 0.0 0.00
H -3.597071 0.900035 3.219197 0.0 0.0 0.0 0.04
H -3.832980 1.143903 1.459965 0.0 0.0 0.0 0.05
H -2.541974 2.022346 2.282944 0.0 0.0 0.0 0.02
H -2.513046 -0.361950 4.872746 0.0 0.0 0.0 0.10
H -1.045976 -0.068266 6.824913 0.0 0.0 0.0 0.10
H 1.380442 0.292468 6.510031 0.0 0.0 0.0 0.10
H 2.346378 0.265558 4.240683 0.0 0.0 0.0 0.10
H 3.260114 0.676365 2.046768 0.0 0.0 0.0 0.04
H 2.032453 1.926430 1.605555 0.0 0.0 0.0 0.04
H 2.751284 0.916480 0.347469 0.0 0.0 0.0 0.02
H 2.699752 -1.745567 2.629787 0.0 0.0 0.0 0.04
H 2.612196 -2.018138 0.864306 0.0 0.0 0.0 0.01
H 1.341949 -2.660641 1.909452 0.0 0.0 0.0 0.05
O 5.938864 1.065056 -3.900171 0.0 0.0 0.0 0.10
C 5.822925 -0.250500 -3.577721 0.0 0.0 0.0 -0.49
O 6.775167 -0.971745 -3.723408 0.0 0.0 0.0 0.09
C 4.506472 -0.687679 -3.052114 0.0 0.0 0.0 -0.16
C 4.442415 -1.882355 -2.337982 0.0 0.0 0.0 -0.03
C 3.249308 -2.310745 -1.788837 0.0 0.0 0.0 -0.13
C 2.064356 -1.572511 -1.944122 0.0 0.0 0.1 -0.69
S 0.575789 -2.149563 -1.224548 -0.1 0.1 0.0 0.48
C 2.129822 -0.404475 -2.713391 0.0 0.0 0.0 -0.14
C 3.327141 0.036542 -3.240164 0.0 0.0 0.0 -0.03
H 5.144310 1.534300 -3.617462 0.0 0.0 0.0 0.09
H 5.350571 -2.457112 -2.208762 0.0 0.0 0.0 0.12
H 3.214914 -3.230842 -1.217495 0.0 0.0 0.0 0.09
H 1.225005 0.156212 -2.888815 -0.1 0.1 0.0 0.06
H 3.311902 0.944461 -3.835572 0.0 0.0 0.0 0.11
O -0.467168 2.674337 1.696084 0.0 0.0 0.0 -0.48
S -0.749620 3.115505 0.317514 0.0 -0.1 0.0 0.07
O -0.319906 4.476776 0.055752 0.1 0.0 0.0 -0.43
O -2.136709 2.851189 -0.075465 -0.1 0.0 0.0 -0.46
S 0.399125 1.878412 -0.919211 -0.2 -0.1 -0.1 0.30
C -4.663943 -1.375682 -3.229627 0.0 0.0 0.0 -0.13
N -3.872602 -0.163057 -3.283494 0.0 -0.1 0.0 -0.05
C -2.851449 0.090901 -2.436578 0.1 0.3 0.0 -0.74
S -2.601491 -0.952798 -1.104916 0.0 -0.1 0.0 0.59
N -2.092003 1.138641 -2.658243 -0.1 -0.2 0.2 -0.06
C -2.322587 2.130102 -3.676133 0.0 0.0 0.0 -0.07
H -5.388332 -1.346408 -4.041247 0.0 0.0 0.0 0.08
H -5.200238 -1.439558 -2.283314 0.0 0.0 0.0 0.07
H -4.040690 -2.265561 -3.331836 0.0 0.0 0.0 0.08
H -3.924699 0.399687 -4.114432 0.0 0.0 0.0 0.11
H -1.384974 1.360312 -1.931020 0.1 0.1 -0.1 -0.06
H -3.286569 2.630444 -3.541585 0.0 0.0 0.0 0.09
H -2.272209 1.697571 -4.680833 0.0 0.0 0.0 0.08
H -1.534149 2.873142 -3.578917 0.0 0.0 0.0 0.09
```
Forces are in eV/Å.

As for the charge: -1. The gap between HOMO and LUMO is 6.342 eV.

=====

# 2
A single C20H29N3O2 molecule. Source: the OMol25 dataset; level of theory: ωB97M-V/def2-TZVPD.

XYZ file:
```
54
Properties=species:S:1:pos:R:3:forces:R:3:lowdin_charge:R:1
C 3.856888 3.323132 0.239730 -0.1 -0.3 0.1 -0.04
H 3.727066 4.127889 0.958697 0.0 0.1 0.1 0.08
H 3.564695 3.689889 -0.739780 0.0 0.1 -0.1 0.07
H 4.911731 3.059882 0.208771 0.1 0.0 0.0 0.07
C 3.011927 2.113819 0.667623 -0.1 0.3 0.3 -0.36
N 3.150321 0.932161 -0.179984 0.1 0.2 0.0 -0.17
C 2.601720 1.118242 -1.513653 -0.3 -0.1 -0.1 -0.18
C 1.112657 1.442288 -1.443015 0.2 0.2 -0.1 -0.16
C 0.882507 2.682744 -0.588754 0.0 -0.2 0.1 -0.19
C 1.525275 2.475584 0.778011 0.2 0.1 -0.1 -0.15
H 1.002771 1.662864 1.285199 0.0 0.0 0.1 0.10
H 1.420926 3.374990 1.386740 0.0 0.0 0.1 0.12
H 1.312589 3.557317 -1.080411 0.0 0.1 0.0 0.11
H -0.187283 2.861515 -0.467038 0.0 0.1 0.0 0.11
H 0.581987 0.596034 -1.002586 0.0 -0.1 0.0 0.09
H 0.729428 1.595024 -2.453614 0.0 -0.1 0.0 0.11
H 3.131573 1.912103 -2.066612 0.0 -0.1 0.0 0.12
H 2.737628 0.187572 -2.068847 0.1 0.1 0.0 0.12
C 4.494553 0.369631 -0.197641 0.1 -0.2 -0.2 -0.20
H 5.124444 0.855120 -0.961646 0.0 0.1 0.1 0.12
C 4.503545 -1.143578 -0.444566 -0.1 0.2 0.3 -0.16
H 5.542350 -1.474589 -0.491918 0.0 0.0 -0.1 0.11
H 4.035906 -1.375894 -1.402093 0.0 -0.1 -0.1 0.11
C 3.782909 -1.921909 0.658582 0.2 -0.2 -0.1 -0.17
N 2.381645 -1.582241 0.706438 -0.1 0.1 0.2 0.07
C 1.420022 -2.435767 0.285156 0.1 0.1 0.3 -0.46
O 1.627161 -3.600305 -0.005625 0.0 -0.3 -0.2 0.06
C 0.061267 -1.819309 0.226757 -0.3 -0.1 0.0 -0.15
C -0.823333 -2.231587 -0.762024 0.2 0.0 0.1 -0.01
C -2.075534 -1.661412 -0.876193 -0.1 0.1 0.0 -0.01
C -2.481394 -0.663082 0.011281 0.4 -0.1 0.2 -0.17
C -1.607414 -0.274443 1.028084 -0.1 0.2 0.1 0.01
C -0.356905 -0.848943 1.132241 0.0 -0.2 -0.2 -0.04
H 0.293857 -0.554069 1.942278 0.1 0.0 0.1 0.12
H -1.917614 0.470902 1.740234 0.0 0.0 0.0 0.10
N -3.740928 -0.068828 -0.127176 0.1 -0.1 -0.4 0.01
C -4.412707 0.644459 0.826453 -0.5 0.3 0.2 -0.43
O -4.018220 0.932900 1.931250 0.1 0.0 0.2 0.08
C -5.777282 1.004056 0.258909 0.0 0.1 0.0 -0.08
C -5.611502 0.818294 -1.242851 0.0 -0.1 0.1 -0.15
H -5.253718 1.742772 -1.697869 0.0 0.0 0.0 0.12
H -6.530593 0.519730 -1.742589 0.0 0.0 -0.1 0.11
C -4.532528 -0.261514 -1.331203 -0.2 -0.1 -0.3 -0.15
H -4.980842 -1.262949 -1.335328 0.1 0.0 -0.1 0.13
H -3.906457 -0.149868 -2.219051 0.0 -0.1 0.1 0.13
H -6.506589 0.305871 0.675663 0.0 0.0 0.0 0.13
H -6.064614 2.010624 0.555420 0.0 0.0 0.1 0.12
H -2.735951 -2.010944 -1.653476 -0.1 0.0 -0.1 0.10
H -0.513000 -3.008050 -1.444884 0.0 -0.1 0.0 0.12
H 2.217039 -0.579396 0.662228 -0.1 -0.1 -0.1 0.10
H 3.853525 -2.997148 0.475321 0.0 0.1 0.1 0.12
H 4.237311 -1.695281 1.629765 0.1 -0.1 -0.1 0.12
H 4.949832 0.556887 0.778857 0.0 0.1 0.0 0.12
H 3.356359 1.812755 1.667190 0.0 0.0 -0.1 0.14
```
Forces are in eV/Å.

As for the SMILES: C[C@H]1CCCCN1CCCNC(=O)c1ccc(N2CCCC2=O)cc1. The gap between HOMO and LUMO is 9.110 eV.

=====

# 3
A single C20H29N3O2 molecule. Source: the OMol25 dataset; level of theory: ωB97M-V/def2-TZVPD.

XYZ file:
```
54
Properties=species:S:1:pos:R:3:forces:R:3:lowdin_charge:R:1
C -0.397923 2.665605 -0.738583 -0.1 -0.1 0.1 0.00
H 0.527767 2.228752 -1.104486 0.0 0.0 -0.1 0.07
H -1.161359 2.567271 -1.507440 -0.1 0.0 -0.1 0.10
H -0.210322 3.723959 -0.567799 0.0 0.0 0.0 0.09
C -0.896068 2.017685 0.553045 -0.3 0.1 -0.3 -0.36
N 0.069235 2.115046 1.642120 0.2 -0.1 -0.3 0.02
C -0.467974 2.486336 2.833252 -0.3 0.2 0.2 -0.45
O 0.161442 2.587620 3.862293 0.1 0.1 0.3 0.07
C -1.946677 2.724343 2.629063 -0.1 0.0 0.0 -0.06
H -2.277668 3.625621 3.141210 0.1 0.0 0.1 0.12
C -2.116711 2.775482 1.114639 -0.1 -0.1 0.1 -0.09
H -3.042308 2.303385 0.792096 0.1 0.1 0.0 0.12
H -2.102969 3.806856 0.761674 0.1 0.0 0.0 0.12
H -2.475344 1.870473 3.056263 0.0 0.0 0.0 0.13
C 1.431777 1.643432 1.566689 0.2 -0.1 0.2 -0.08
C 2.328115 2.564772 0.787097 0.2 0.1 -0.1 -0.20
C 2.372356 3.924872 1.077058 0.1 -0.1 -0.1 -0.02
C 3.199613 4.745310 0.331068 -0.1 -0.1 0.1 -0.05
C 3.955293 4.172671 -0.682580 0.0 0.2 0.0 -0.15
N 3.928717 2.881646 -0.961936 0.3 -0.1 -0.4 0.06
C 3.139258 2.103805 -0.243347 -0.3 -0.1 0.4 -0.12
H 3.159119 1.051877 -0.506454 -0.1 -0.1 0.0 0.11
H 4.613111 4.770042 -1.299588 0.0 0.1 0.0 0.10
H 3.259913 5.803834 0.530944 0.0 0.1 0.0 0.10
H 1.766557 4.320097 1.879696 -0.1 0.1 0.1 0.12
H 1.778652 1.602132 2.607369 -0.1 -0.1 -0.2 0.14
H 1.464230 0.631259 1.149517 0.0 0.1 0.1 0.11
C -1.264768 0.521339 0.380302 0.3 0.5 -0.1 -0.41
O -2.227961 0.038662 0.938672 -0.4 -0.2 0.3 0.08
N -0.412301 -0.204347 -0.366895 0.1 -0.1 -0.3 0.10
H 0.326433 0.249468 -0.879243 -0.1 0.1 0.0 0.13
C -0.608389 -1.623902 -0.625691 0.0 0.0 0.0 -0.30
C -0.950557 -1.792509 -2.111754 0.0 -0.2 0.1 -0.14
H -1.943767 -1.371020 -2.282521 0.0 0.1 0.0 0.12
C -0.905727 -3.216735 -2.659431 -0.3 0.1 0.0 -0.21
C -1.935669 -4.187730 -2.086515 0.1 0.0 0.0 -0.20
H -1.858709 -5.110889 -2.667866 -0.1 0.0 0.0 0.11
H -2.936923 -3.783610 -2.251852 -0.1 0.0 -0.1 0.11
C -1.798496 -4.546653 -0.602553 0.0 -0.1 -0.1 -0.20
H -2.235474 -3.764405 0.016391 -0.1 0.0 0.1 0.10
C -0.365930 -4.828367 -0.130682 -0.1 0.1 0.3 -0.20
C 0.296585 -3.678138 0.631542 0.2 -0.1 -0.3 -0.20
H -0.345733 -3.397676 1.469645 0.0 0.0 0.1 0.12
H 1.232838 -4.055023 1.052607 0.0 0.0 0.1 0.11
C 0.626675 -2.415695 -0.167952 -0.1 -0.1 0.2 -0.14
H 1.259408 -2.663470 -1.021477 0.1 0.0 -0.1 0.11
H 1.214845 -1.769858 0.490323 0.0 0.0 -0.1 0.10
H 0.256661 -5.121925 -0.977072 0.1 -0.1 0.0 0.11
H -0.388180 -5.680984 0.552206 0.0 0.0 -0.1 0.11
H -2.405118 -5.440815 -0.439247 0.0 0.1 0.1 0.11
H -1.081926 -3.152425 -3.736925 0.1 0.0 0.0 0.11
H 0.094604 -3.628689 -2.530633 0.1 0.0 -0.1 0.09
H -0.236188 -1.195250 -2.689364 0.0 0.1 0.0 0.12
H -1.466065 -1.893538 -0.006897 0.1 0.0 -0.1 0.13
```
Forces are in eV/Å.

As for the SMILES: C[C@]1(C(=O)NC2CCCCCCC2)CCC(=O)N1Cc1cccnc1. The gap between HOMO and LUMO is 9.769 eV.

=====

# 4
A single C20H29N3O3S molecule at a distorted geometry. Source: the OMol25 dataset; level of theory: ωB97M-V/def2-TZVPD.

XYZ file:
```
56
Properties=species:S:1:pos:R:3:forces:R:3:lowdin_charge:R:1
C 1.944519 1.194495 4.172588 -0.1 -0.2 -0.2 -0.10
C 2.244764 0.166357 3.088469 0.3 0.2 0.3 -0.27
C 3.744403 -0.105021 2.965914 -0.3 -0.2 -0.1 -0.21
C 4.098832 -1.126163 1.874846 0.2 0.2 0.0 -0.21
C 4.609611 -0.502165 0.573134 -0.2 0.0 0.1 -0.21
C 3.624147 0.427856 -0.132927 0.1 -0.3 -0.1 -0.19
C 2.407078 -0.310139 -0.686681 0.2 0.0 0.0 -0.17
N 1.457042 0.617968 -1.255741 0.2 0.1 0.3 0.05
C 0.986681 0.531276 -2.510072 -0.1 0.5 0.2 -0.53
O 1.338368 -0.294467 -3.323418 0.1 -0.2 -0.4 0.09
C -0.076603 1.590599 -2.839857 -0.4 0.0 0.0 -0.46
C -0.806742 1.282507 -4.127887 0.2 0.0 -0.2 -0.12
C -1.560749 -0.030901 -4.113152 0.0 0.4 -0.3 -0.43
O -1.923869 -0.541824 -5.146334 0.1 0.1 -0.1 0.09
N -1.828664 -0.637896 -2.899389 -0.3 -0.6 -0.2 -0.04
C -1.663195 -0.137456 -1.632014 0.3 1.1 0.6 -0.54
N -1.775798 -0.914891 -0.649252 -0.2 -0.6 -0.6 0.12
C -1.714494 -0.596464 0.688369 0.1 0.2 0.6 -0.30
C -1.118330 -1.527577 1.537872 -0.1 0.3 -0.2 -0.02
C -1.048139 -1.306936 2.898778 0.0 0.1 0.4 -0.03
C -1.588062 -0.145539 3.444744 -0.1 0.0 -0.2 -0.29
C -2.205329 0.778319 2.599964 0.1 0.0 0.3 0.00
C -2.273309 0.558283 1.242684 0.1 -0.2 0.0 -0.06
H -2.788515 1.263941 0.608033 -0.1 0.0 0.0 0.08
H -2.637207 1.664010 3.038497 -0.1 0.1 0.1 0.12
O -1.577133 0.174814 4.768996 -0.1 0.2 -0.2 -0.10
C -1.035567 -0.748939 5.681800 0.1 -0.1 0.1 -0.09
H -1.157913 -0.296623 6.664664 0.0 -0.1 0.0 0.10
H 0.028904 -0.922786 5.495727 0.0 0.0 0.0 0.08
H -1.571964 -1.702790 5.653615 0.0 0.0 0.0 0.10
H -0.580799 -2.050419 3.525383 0.0 0.0 0.1 0.10
H -0.698584 -2.425185 1.110198 0.0 -0.1 -0.1 0.11
S -1.306552 1.631065 -1.496623 0.0 -0.1 -0.1 1.04
C -2.317694 -2.008802 -2.945060 -0.1 -0.4 -0.3 -0.01
H -2.487279 -2.266396 -3.987598 0.0 0.0 0.2 0.09
H -3.242829 -2.087838 -2.376423 0.1 0.0 0.0 0.10
H -1.574550 -2.673662 -2.506581 -0.1 0.0 0.0 0.10
H -0.101014 1.215484 -4.959673 -0.1 -0.1 0.0 0.14
H -1.522084 2.077861 -4.357054 0.1 -0.1 0.0 0.13
H 0.383274 2.581803 -2.870553 0.0 -0.1 0.0 0.12
H 1.064908 1.312480 -0.635495 -0.1 -0.1 -0.1 0.11
H 1.909952 -0.879323 0.105787 0.0 -0.1 -0.1 0.11
H 2.699397 -0.995404 -1.484976 0.0 0.0 0.1 0.13
H 3.292345 1.204523 0.558449 0.0 0.1 0.0 0.10
H 4.136406 0.921630 -0.961730 -0.1 0.1 0.0 0.12
H 4.887636 -1.305237 -0.113221 0.1 0.0 -0.1 0.11
H 5.515510 0.066226 0.796676 0.1 -0.1 0.0 0.11
H 4.888485 -1.783859 2.244454 -0.1 -0.1 0.0 0.11
H 3.231854 -1.756049 1.670615 0.0 -0.1 0.0 0.10
H 4.269111 0.832972 2.772679 0.1 0.1 0.0 0.11
H 4.096638 -0.473802 3.932056 0.0 0.1 0.0 0.11
H 1.841088 0.523490 2.140169 -0.1 -0.1 -0.1 0.09
H 1.732984 -0.769923 3.323001 0.0 0.0 -0.1 0.10
H 2.311266 0.852217 5.138493 0.0 0.0 0.1 0.07
H 0.874201 1.369532 4.249863 -0.1 0.1 0.1 0.06
H 2.428638 2.141707 3.943879 0.1 0.1 0.0 0.07
```
Forces are in eV/Å.

As for the SMILES: CCCCCCCNC(=O)[C@H]1CC(=O)N(C)/C(=N/c2ccc(OC)cc2)S1. The gap between HOMO and LUMO is 8.285 eV.